1.
Here is a molecular structure, C27H48CaOP2 at a distorted geometry from the Open Molecules 2025 dataset. Energies are from wB97M-V/def2-TZVPD.

Last column: Löwdin charge in e.
CARTESIAN COORDINATES (ANGSTROEM)
P -5.19 -0.45 -2.51  0.904
P -5.63 -0.74 1.14  0.897
C -6.54 -1.20 -1.51  -0.360
C -6.93 -0.56 -0.18  -0.403
H -6.35 -2.28 -1.41  0.079
H -7.42 -1.12 -2.19  0.092
H -7.17 0.51 -0.30  0.071
H -7.83 -1.07 0.20  0.078
C -6.16 -2.45 1.61  -0.251
H -5.53 -2.81 2.43  0.039
H -6.07 -3.15 0.77  0.045
H -7.21 -2.43 1.95  0.043
C -6.40 0.24 2.47  -0.276
H -7.24 -0.31 2.90  0.038
H -6.72 1.20 2.06  0.041
H -5.63 0.41 3.24  0.032
C -5.15 -1.64 -3.87  -0.179
H -4.20 -1.57 -4.42  0.056
H -5.99 -1.44 -4.54  0.058
H -5.24 -2.66 -3.46  0.067
C -5.92 1.09 -3.07  -0.194
H -6.16 1.73 -2.21  0.057
H -6.84 0.88 -3.64  0.055
H -5.21 1.62 -3.72  0.059
Ca 0.40 1.31 0.79  1.371
C -2.94 -0.85 1.31  -0.202
C -3.24 -2.14 1.00  -0.204
C -3.49 -2.51 -0.41  -0.203
C -2.25 -2.25 -1.31  -0.258
C -2.60 -1.26 -2.29  -0.289
C -3.47 -0.12 -2.04  -0.478
C -3.31 0.69 -0.67  -0.180
C -2.31 0.18 0.40  -0.236
C 0.93 0.77 -1.36  -0.344
H -3.00 -0.53 2.36  0.101
H -3.44 -2.87 1.80  0.099
H -4.33 -1.86 -0.74  0.036
H -3.88 -3.53 -0.55  0.116
H -1.40 -1.92 -0.69  0.082
H -1.94 -3.19 -1.79  0.113
H -2.22 -1.34 -3.31  0.065
H -3.24 0.60 -2.86  0.117
H -4.30 0.81 -0.19  0.046
H -3.04 1.71 -1.01  0.107
H -1.37 -0.15 -0.10  0.054
H -2.08 1.08 1.02  0.072
H 1.38 1.67 -1.82  -0.057
H 0.16 0.39 -2.04  -0.064
H 1.73 0.02 -1.30  -0.059
C 2.07 -2.01 4.92  -0.085
C 1.99 -0.77 4.02  -0.393
C 1.55 0.46 4.81  -0.076
C 3.32 -0.52 3.31  -0.150
C 4.52 -0.63 3.99  -0.066
C 5.74 -0.42 3.35  -0.105
C 5.77 -0.10 1.99  -0.063
C 4.59 0.04 1.27  -0.140
C 4.67 0.33 -0.23  -0.374
C 5.04 1.79 -0.48  -0.072
C 5.70 -0.59 -0.93  -0.080
C 3.35 -0.01 1.98  -0.308
O 2.26 0.51 1.47  -0.362
H 2.70 -1.86 5.80  0.069
H 2.47 -2.87 4.36  0.087
H 1.07 -2.28 5.27  0.072
H 1.24 -0.99 3.25  0.121
H 2.23 0.64 5.66  0.085
H 1.57 1.35 4.16  0.066
H 0.54 0.33 5.20  0.071
H 4.52 -0.92 5.05  0.104
H 6.67 -0.52 3.90  0.088
H 6.72 0.04 1.49  0.104
H 3.69 0.13 -0.69  0.103
H 6.05 2.01 -0.10  0.078
H 5.02 2.04 -1.55  0.075
H 4.35 2.47 0.04  0.074
H 5.51 -1.64 -0.68  0.083
H 5.62 -0.48 -2.02  0.076
H 6.73 -0.35 -0.65  0.068

* energy relative to the best compared isomer or geometry (same formula, charge and spin): 0.000 eV
* gap between HOMO and LUMO: 4.31 eV
* lowest unoccupied orbital energy: -0.6532 eV
* electronic energy: -67835.791 eV
* charge: 0
* E_HOMO: -0.1824 hartree

2.
Here is 6 unconnected molecules or ions with the total composition C27H48N9O2S at a distorted geometry from the Open Molecules 2025 dataset. Energies are from wB97M-V/def2-TZVPD.

Last column: Löwdin charge in e.
CARTESIAN COORDINATES (ANGSTROEM)
C -2.01 2.96 0.92  0.008
C -1.74 1.53 0.09  -0.226
O -2.64 1.21 -0.84  -0.010
N -0.55 0.73 0.53  -0.029
C 0.77 1.43 0.34  -0.239
C 1.62 1.78 1.74  -0.029
O 1.31 1.85 -0.80  0.026
N -0.56 -0.58 0.11  -0.045
C -0.26 -0.89 -1.34  -0.112
C -0.20 -2.56 -1.21  -0.517
S -1.65 -3.30 -0.22  0.736
N 0.92 -2.61 -0.16  0.003
C 0.39 -1.55 0.84  -0.145
N 0.70 -1.52 2.18  0.151
H -1.50 3.84 0.33  0.076
H -3.17 3.12 1.06  0.111
H -1.51 2.81 1.99  0.076
H 1.06 1.37 2.71  0.087
H 1.76 2.94 1.87  0.110
H 2.69 1.29 1.75  0.095
H -1.25 -0.77 -2.01  0.153
H 0.72 -0.49 -1.84  0.151
H -0.08 -3.18 -2.19  0.135
H -2.59 -2.27 0.06  -0.088
H 1.76 -2.23 -0.68  0.143
H 1.44 -0.90 2.60  0.134
H 0.20 -2.16 2.86  0.162
C 2.76 -7.25 0.14  -0.125
C 2.75 -7.24 -1.38  -0.263
C 1.98 -6.06 -1.97  -0.202
C 0.56 -6.10 -1.62  -0.226
N -0.57 -6.13 -1.34  0.142
H 1.74 -7.35 0.55  0.073
H 3.34 -8.10 0.51  0.077
H 3.20 -6.34 0.54  0.014
H 2.33 -8.18 -1.75  0.115
H 3.79 -7.20 -1.73  0.103
H 2.09 -6.07 -3.06  0.120
H 2.43 -5.12 -1.62  0.082
C -2.93 6.91 3.16  -0.124
C -3.62 5.74 3.84  -0.265
C -2.80 5.14 4.98  -0.187
C -1.53 4.56 4.51  -0.219
N -0.53 4.12 4.13  0.132
H -1.98 6.61 2.70  0.055
H -3.57 7.32 2.37  0.063
H -2.72 7.71 3.88  0.082
H -3.84 4.97 3.09  0.098
H -4.58 6.08 4.24  0.115
H -3.39 4.35 5.47  0.120
H -2.60 5.90 5.74  0.127
C 7.70 -5.90 1.52  -0.108
C 7.70 -5.89 -0.01  -0.264
C 6.93 -4.70 -0.59  -0.183
C 5.50 -4.74 -0.25  -0.172
N 4.38 -4.77 0.04  0.157
H 6.69 -5.99 1.92  0.072
H 8.29 -6.75 1.88  0.079
H 8.15 -4.98 1.91  0.079
H 7.28 -6.83 -0.38  0.114
H 8.74 -5.84 -0.36  0.115
H 7.03 -4.71 -1.68  0.122
H 7.37 -3.76 -0.24  0.125
C -5.84 -1.73 -3.36  -0.109
C -5.38 -0.37 -2.84  -0.273
C -6.12 0.07 -1.58  -0.201
C -7.56 0.27 -1.83  -0.227
N -8.69 0.42 -2.03  0.147
H -6.89 -1.71 -3.65  0.076
H -5.26 -2.01 -4.24  0.074
H -5.70 -2.50 -2.60  0.075
H -5.49 0.38 -3.63  0.117
H -4.30 -0.43 -2.61  0.088
H -5.69 1.01 -1.23  0.108
H -5.98 -0.67 -0.79  0.117
C 0.93 7.65 -2.21  -0.107
C 0.53 6.30 -1.63  -0.270
C -0.99 6.12 -1.51  -0.192
C -1.59 7.09 -0.58  -0.206
N -2.05 7.86 0.15  0.166
H 0.60 8.47 -1.58  0.076
H 2.02 7.71 -2.30  0.077
H 0.50 7.79 -3.21  0.080
H 1.00 6.17 -0.65  0.112
H 0.92 5.51 -2.28  0.110
H -1.20 5.11 -1.16  0.079
H -1.45 6.22 -2.50  0.128

* gap between HOMO and LUMO: 6.92 eV
* lowest unoccupied orbital energy: -5.7048 eV
* electronic energy: -57103.327 eV
* charge: +1
* E_HOMO: -0.4640 hartree

3.
Here is a molecular structure, C27H49Cl2CoF8O7 at a distorted geometry from the Open Molecules 2025 dataset. Energies are from wB97M-V/def2-TZVPD.

Last column: Löwdin spin population.
CARTESIAN COORDINATES (ANGSTROEM)
Co -18.92 21.88 -17.16  2.722
C -16.51 20.14 -18.57  0.014
O -17.72 20.37 -17.85  0.164
H -15.79 19.67 -17.90  0.003
H -16.71 19.52 -19.45  0.002
H -16.08 21.12 -18.76  0.002
C -13.93 17.07 -13.73  0.000
C -13.72 15.55 -13.54  0.000
C -14.32 14.94 -12.18  0.000
F -14.16 13.63 -12.19  0.000
F -13.94 15.41 -11.04  0.000
F -14.38 15.00 -14.53  0.000
F -12.36 15.25 -13.66  0.000
O -13.13 17.54 -14.86  0.000
C -13.61 18.81 -15.44  0.000
C -12.59 19.26 -16.53  0.000
F -12.85 20.45 -17.13  0.000
F -11.36 19.20 -16.11  0.000
F -14.78 18.62 -16.09  0.000
F -13.82 19.72 -14.52  0.000
H -13.69 17.66 -12.85  0.000
H -14.99 17.15 -13.96  0.000
H -15.39 15.15 -12.22  0.000
H -12.53 18.55 -17.36  0.000
C -16.30 19.12 -22.74  0.005
C -15.16 20.00 -22.85  0.018
C -14.02 19.19 -22.23  0.093
O -14.33 17.92 -22.74  0.670
C -15.80 17.69 -22.70  0.061
H -16.72 19.34 -23.73  0.002
H -17.03 19.35 -21.97  0.000
H -15.47 20.89 -22.30  0.002
H -14.97 20.32 -23.87  0.000
H -13.81 19.20 -21.16  0.054
H -13.01 19.47 -22.52  0.021
H -15.97 17.06 -21.83  0.040
H -16.16 17.09 -23.54  0.019
C -13.56 23.25 -22.00  0.000
C -14.16 24.37 -22.82  0.000
C -15.59 24.48 -22.39  0.000
O -15.77 23.40 -21.51  0.000
C -14.55 23.09 -20.86  0.000
H -12.58 23.61 -21.69  0.000
H -13.36 22.37 -22.61  0.000
H -14.22 24.05 -23.86  0.000
H -13.61 25.31 -22.83  0.000
H -16.30 24.51 -23.22  0.000
H -15.66 25.46 -21.93  0.000
H -14.42 22.17 -20.29  0.000
H -14.32 23.89 -20.15  0.000
C -19.77 22.77 -21.48  0.001
C -20.78 21.71 -21.18  0.001
C -20.75 21.64 -19.61  0.000
O -19.44 22.25 -19.26  0.025
C -18.66 22.42 -20.46  0.002
H -20.18 23.77 -21.33  0.000
H -19.30 22.76 -22.47  0.000
H -20.48 20.84 -21.76  0.000
H -21.76 22.09 -21.45  0.000
H -20.93 20.62 -19.28  0.000
H -21.57 22.23 -19.22  0.000
H -18.11 21.49 -20.63  0.000
H -18.03 23.31 -20.52  0.000
C -16.85 20.96 -13.24  0.001
C -18.08 21.69 -12.83  0.000
C -18.32 22.58 -14.06  0.001
O -17.80 21.84 -15.15  0.017
C -17.16 20.66 -14.68  0.000
H -16.87 20.02 -12.69  0.000
H -15.96 21.57 -13.14  0.000
H -17.91 22.39 -12.01  0.000
H -18.89 21.01 -12.58  0.000
H -17.70 23.48 -14.09  0.000
H -19.33 22.96 -14.18  0.000
H -16.28 20.47 -15.30  0.000
H -17.84 19.82 -14.80  0.000
C -18.08 25.99 -18.09  0.001
C -16.78 25.33 -18.53  0.001
C -16.64 24.06 -17.68  0.002
O -18.03 23.72 -17.41  0.035
C -18.79 24.96 -17.33  0.004
H -18.68 26.34 -18.93  0.000
H -17.81 26.84 -17.47  0.000
H -15.89 25.95 -18.41  0.000
H -16.92 24.95 -19.54  0.000
H -16.09 24.21 -16.75  0.000
H -16.06 23.35 -18.28  0.000
H -18.79 25.24 -16.28  0.000
H -19.82 24.76 -17.64  0.001
C -17.82 16.78 -19.08  0.000
Cl -18.33 15.24 -18.50  0.000
Cl -18.43 17.10 -20.77  0.014
H -18.31 17.48 -18.41  0.000
H -16.74 16.81 -19.08  0.000

* 2S+1: 5
* gap between HOMO and LUMO (spin up / spin down): 8.42 / 3.21 eV
* lowest unoccupied orbital energy (spin up / spin down): -5.5046 / -10.5044 eV
* electronic energy: -127514.842 eV
* charge: +2
* E_HOMO (spin up / spin down): -0.5118 / -0.5040 hartree